# 1
This record from the OMol25 dataset describes a structure of composition C15H27N2O4P2Pb. The level of theory is wB97M-V/def2-TZVPD.

XYZ file:
```
51
Properties=species:S:1:pos:R:3:nbo_charge:R:1
Pb -0.128 -1.209 1.435 1.1361
P -2.382 -0.318 0.033 1.0777
C -2.095 -0.101 -1.723 -0.9736
C -0.825 0.540 -2.062 0.2448
N 0.277 0.248 -1.316 -0.5536
C 1.470 0.739 -1.655 0.2494
C 1.655 1.563 -2.784 -0.2940
C 0.556 1.839 -3.589 -0.1308
C -0.690 1.328 -3.238 -0.2757
C 2.658 0.466 -0.759 -0.7490
P 2.438 -1.013 0.316 0.9883
H -1.583 1.510 -3.828 0.2209
H 2.653 1.951 -2.993 0.2216
H 0.672 2.447 -4.488 0.2288
H 3.559 0.331 -1.379 0.2541
H 2.809 1.334 -0.094 0.2750
H -2.043 -1.579 -2.579 0.5098
H -2.947 0.345 -2.278 0.2522
H -0.915 -3.192 -1.809 0.5252
O -1.915 -2.592 -2.722 -1.0096
H -2.133 -2.841 -3.636 0.4952
H -0.363 -3.060 0.847 0.1083
O -0.288 -3.456 -1.025 -1.0031
H 0.138 -4.312 -1.259 0.4887
C 2.928 -2.331 -0.851 -0.9435
H 3.955 -2.161 -1.218 0.2531
H 2.860 -3.289 -0.316 0.2449
H 2.189 -2.377 -1.665 0.2755
C 3.865 -0.867 1.414 -0.9519
H 3.854 -1.736 2.080 0.2506
H 4.807 -0.818 0.854 0.2586
H 3.723 0.021 2.036 0.2546
C -3.172 1.125 0.842 -0.9699
H -4.177 1.269 0.414 0.2581
H -3.243 0.991 1.937 0.2452
H -2.560 2.017 0.655 0.2571
C -3.640 -1.628 0.093 -0.9666
H -3.866 -1.895 1.135 0.2415
H -4.541 -1.264 -0.417 0.2559
H -3.248 -2.511 -0.428 0.2712
O 0.801 2.696 0.818 -0.5675
C 0.421 2.332 1.927 0.6824
C 0.154 3.195 3.155 -0.5101
C -0.299 2.232 4.237 -0.5047
C -0.337 0.875 3.561 0.6837
O -0.757 -0.208 4.005 -0.6083
N 0.133 1.009 2.279 -0.7170
H 1.068 3.720 3.443 0.2539
H -0.611 3.941 2.918 0.2545
H 0.406 2.217 5.070 0.2570
H -1.292 2.478 4.608 0.2548
```

Results
Charge: +1
Kohn-Sham gap (spin up / spin down): 4.518 / 4.516 eV
HOMO (spin up / spin down): -9.855 / -9.855 eV
Relative energy (zero: lowest compared OMol25 entry of this formula, charge and spin): 443.9 kJ/mol

# 2
This record from the OMol25 dataset describes a cluster of 3 separate species, C15H28BNO7 in total. The level of theory is wB97M-V/def2-TZVPD.

XYZ file:
```
52
Properties=species:S:1:pos:R:3:nbo_charge:R:1
C -2.016 -1.377 0.124 -0.7436
C -3.387 -0.485 0.012 0.4423
C -4.746 -1.150 0.726 -0.6884
N -3.498 0.743 -0.637 -0.5481
C -2.311 1.623 -0.306 0.1149
C -1.222 1.655 -1.321 -0.4589
B -1.285 0.806 -2.729 1.1759
O -0.700 -0.537 -2.957 -0.8976
O -2.005 1.462 -3.875 -0.9176
C -0.080 2.630 -0.663 0.7906
O 1.175 2.748 -1.140 -0.5242
O -0.714 3.250 0.524 -0.5415
C -1.948 2.544 1.004 0.7693
O -2.515 2.650 2.212 -0.4919
H -1.855 -1.970 -0.875 0.2779
H -1.044 -0.771 0.365 0.2506
H -2.168 -2.122 1.043 0.2367
H -5.640 -0.391 0.792 0.2576
H -4.978 -2.116 0.097 0.2402
H -4.368 -1.533 1.783 0.2440
H -1.007 -0.808 -3.891 0.5072
H -2.876 1.785 -3.451 0.5032
C 0.086 -7.440 -0.984 -0.6447
C -0.740 -6.364 -1.671 -0.0638
O -0.646 -5.088 -1.042 -0.5444
C 0.655 -4.509 -0.972 -0.0636
C 1.289 -4.282 -2.334 -0.6443
H -0.215 -7.542 0.065 0.2129
H -0.050 -8.404 -1.486 0.2169
H 1.152 -7.206 -0.996 0.2042
H -1.794 -6.655 -1.635 0.1868
H -0.479 -6.283 -2.730 0.1608
H 1.303 -5.115 -0.330 0.1625
H 0.541 -3.541 -0.471 0.1851
H 1.434 -5.217 -2.880 0.2029
H 2.267 -3.802 -2.224 0.2200
H 0.651 -3.639 -2.951 0.2122
C 3.362 4.425 4.068 -0.6442
C 3.583 5.731 3.321 -0.0632
O 4.013 5.549 1.974 -0.5416
C 3.130 4.827 1.119 -0.0630
C 1.765 5.476 0.972 -0.6431
H 4.281 3.825 4.070 0.2105
H 3.069 4.623 5.104 0.2127
H 2.578 3.820 3.609 0.2048
H 4.371 6.296 3.829 0.1845
H 2.687 6.358 3.351 0.1600
H 3.040 3.790 1.459 0.1600
H 3.610 4.789 0.134 0.1906
H 1.235 5.536 1.925 0.2002
H 1.143 4.903 0.277 0.2227
H 1.866 6.498 0.590 0.2073
```

Results
Charge: 0
Kohn-Sham gap: 7.502 eV
HOMO: -9.298 eV

# 3
This record from the OMol25 dataset describes a structure of composition C15H28BeBrCl8Cs2ILi2NNbO. The level of theory is wB97M-V/def2-TZVPD.

XYZ file:
```
61
Properties=species:S:1:pos:R:3:lowdin_charge:R:1
C -0.343 1.144 2.467 -0.2539
C -1.053 1.094 1.079 -0.3512
C -0.184 0.590 -0.115 -0.8124
Br 1.504 1.630 -0.300 0.2503
Nb 0.322 -1.692 0.058 1.4620
C 0.756 -3.860 0.197 -0.4345
C 2.197 -4.118 0.620 -0.8400
C 2.497 -3.630 2.037 -0.1951
I 3.592 -3.205 -0.797 0.9298
C -1.861 -2.102 -0.461 -0.7913
Cl -2.308 -2.054 -2.214 0.4700
C -2.854 -2.379 0.387 -0.8789
C -2.635 -2.517 1.849 -0.1530
Cl -4.469 -2.614 -0.137 0.7259
H -0.179 2.183 2.853 0.0157
H -0.886 0.536 3.186 0.0278
H 0.637 0.652 2.358 0.0317
H -1.912 0.446 1.158 0.0768
H -1.429 2.090 0.863 0.1038
H -0.779 0.696 -1.003 -0.0748
H 0.687 -1.623 -1.739 -0.0505
H 2.080 -1.255 0.302 -0.1224
H 0.038 -1.439 1.857 -0.0464
H 0.055 -4.452 0.776 0.0570
H 0.645 -4.205 -0.834 0.0487
H 2.357 -5.185 0.630 0.0426
H 2.782 -2.588 2.019 0.0209
H 1.597 -3.761 2.615 0.0650
H 3.296 -4.223 2.451 0.0713
H -2.836 -1.584 2.350 0.0194
H -1.669 -2.923 2.086 0.0428
H -3.371 -3.211 2.227 0.0812
Li -0.047 1.623 4.816 0.8601
Cs 2.130 3.214 1.387 1.0096
Cl 4.889 -4.661 -2.380 -0.1091
C -5.147 0.522 4.458 -2.0443
Cl -5.716 2.182 4.472 0.5685
Cl -6.199 -0.493 5.412 0.5982
Cl -5.084 -0.069 2.794 0.5508
Cl -3.499 0.470 5.173 0.4623
Cl 5.138 -1.265 -2.136 -0.5324
Li -2.130 0.504 -1.813 0.6258
C -1.736 2.580 -6.601 -0.3253
C -2.762 2.961 -5.498 -0.8633
C -3.531 4.195 -5.965 -0.0598
O -2.069 3.238 -4.342 -0.4759
H -1.016 3.373 -6.789 0.1056
H -1.185 1.683 -6.320 -0.3201
H -2.245 2.370 -7.546 0.1012
H -3.512 2.131 -5.478 0.0619
H -2.857 5.033 -6.119 0.0851
H -4.272 4.475 -5.219 0.0790
H -4.060 4.011 -6.907 0.0816
Cs -1.519 0.789 -5.005 1.5796
Be 5.112 -6.058 -0.637 0.3803
C 7.814 3.178 3.829 -0.0589
C 6.890 3.995 3.063 -0.2864
N 6.189 4.663 2.460 0.1241
H 7.729 3.418 4.886 0.0869
H 7.589 2.125 3.679 0.0832
H 8.831 3.373 3.501 0.0936
```

Results
Charge: +2
Kohn-Sham gap: 3.812 eV
HOMO: -11.160 eV

# 4
This record from the OMol25 dataset describes a cluster of 3 separate species, C15H28Br2FNO10P2S in total. The level of theory is wB97M-V/def2-TZVPD.

XYZ file:
```
60
Properties=species:S:1:pos:R:3:nbo_charge:R:1
C 2.837 -0.268 1.587 -0.6508
C 3.065 0.324 0.190 -0.2763
Br 2.309 -0.809 -1.207 0.0128
C 2.642 1.795 0.008 -0.0703
Br 4.238 2.870 0.439 0.0110
N 1.557 2.202 0.914 -0.7041
C 0.328 1.439 0.666 0.0701
C -0.161 1.183 -0.602 -0.1646
C -1.341 0.479 -0.765 -0.2141
C -2.025 0.054 0.361 -0.1978
C -1.532 0.293 1.636 -0.2275
C -0.354 0.994 1.784 -0.1810
S 1.126 3.829 0.695 2.5279
O -0.193 3.994 1.187 -0.9068
O 1.342 4.233 -0.651 -0.9099
F 2.054 4.586 1.668 -0.4484
H 3.755 -0.718 1.964 0.2220
H 2.107 -1.072 1.530 0.2371
H 2.513 0.464 2.321 0.2418
H 4.130 0.292 0.002 0.2431
H 2.443 2.018 -1.036 0.2379
H 0.357 1.536 -1.486 0.2317
H -1.746 0.278 -1.747 0.2300
H -2.958 -0.482 0.237 0.2087
H -2.073 -0.052 2.508 0.2253
H 0.055 1.205 2.763 0.2442
C -0.709 3.607 -6.212 -0.2533
O -0.287 2.681 -5.199 -0.7586
P -1.107 1.343 -4.833 2.5304
O -0.151 0.511 -4.087 -1.0900
O -1.273 0.895 -6.395 -0.8621
C -0.155 0.322 -7.069 -0.2529
O -2.583 0.861 -4.436 -0.8109
C -3.177 -0.264 -5.095 -0.2292
H -0.699 4.611 -5.794 0.1965
H 0.018 3.564 -7.022 0.1920
H -1.698 3.380 -6.601 0.1928
H 0.746 0.343 -6.457 0.2059
H 0.025 0.881 -7.988 0.1768
H -0.394 -0.709 -7.331 0.1837
H -2.485 -1.106 -5.095 0.1929
H -3.476 -0.010 -6.107 0.1965
H -4.061 -0.512 -4.511 0.1942
C 1.004 -4.095 2.998 -0.2626
O 0.884 -2.735 3.443 -0.7324
P -0.354 -2.197 4.373 2.4741
O 0.293 -0.943 4.837 -1.0885
O -0.277 -3.433 5.422 -0.8509
C 0.854 -3.529 6.287 -0.2535
O -1.903 -1.828 4.698 -0.7855
C -2.417 -2.043 6.014 -0.2326
H 1.182 -4.100 1.924 0.1966
H 1.873 -4.530 3.491 0.1905
H 0.124 -4.691 3.227 0.1910
H 1.607 -2.776 6.058 0.2097
H 1.295 -4.521 6.180 0.1788
H 0.515 -3.408 7.315 0.1881
H -1.743 -1.603 6.750 0.1928
H -2.569 -3.101 6.211 0.1913
H -3.377 -1.533 6.040 0.1966
```

Results
Charge: 0
Kohn-Sham gap: 8.408 eV
HOMO: -9.043 eV

| no. | E (Eh) |
| --- | --- |
| 1 | -1873.51577 |
| 2 | -1194.44568 |
| 3 | -7397.34144 |
| 4 | -7724.32254 |